93
Properties=species:S:1:pos:R:3:forces:R:3:lowdin_spin:R:1 method="wB97M-V/def2-TZVPD" s2=2.008 total_energy_ev=-50306.1024 lumo_ha="0.012 / 0.010" multiplicity=3 e_above_lowest_kj_mol=46.5
C 0.1772 2.6874 -1.7654 -0.1 0.0 0.5 0.000
C 1.3051 2.3933 -0.7695 0.3 0.3 -0.6 0.000
C 2.4212 1.4997 -1.3383 -0.6 0.4 0.5 0.000
C 2.2764 0.0072 -1.0882 0.2 0.3 -0.5 0.000
C 1.1142 -0.6651 -1.8305 0.6 -0.2 0.8 0.000
C -0.1540 -0.9133 -1.0453 -1.6 -0.5 -1.7 0.000
C -1.2662 -1.2139 -2.0893 0.0 -0.1 0.4 0.000
O -2.5495 -1.1380 -1.4852 0.3 0.2 0.2 0.000
C -3.2771 -0.0324 -1.8256 -0.7 0.6 -0.8 0.000
C -3.8849 0.6412 -0.6390 -0.1 -0.5 -0.4 0.001
O -3.4028 0.3398 -2.9677 0.5 -0.3 0.7 0.000
O -0.6084 0.1370 -0.2002 0.4 0.3 0.8 0.000
C -0.2687 -0.1562 1.0921 -0.3 1.8 1.5 0.000
O -0.4627 0.5969 2.0358 0.5 -1.8 -2.2 0.000
O 0.3023 -1.3755 1.1454 -0.1 -0.1 0.2 0.000
C -0.1533 -2.0505 -0.0677 0.0 0.0 0.7 0.000
O 0.6035 -3.1291 -0.4274 0.5 0.5 0.2 0.000
H -0.7877 2.7030 -1.2753 -0.3 0.0 0.1 0.000
H 0.1230 1.9500 -2.5532 0.0 -0.2 -0.3 0.000
H 0.3092 3.6678 -2.2021 0.1 0.2 -0.4 0.000
H 1.7726 3.3442 -0.5426 0.1 0.3 0.3 0.000
H 0.9263 2.0133 0.1669 -0.1 -0.2 0.2 0.000
H 3.3527 1.8508 -0.9110 0.4 -0.2 0.1 0.000
H 2.4819 1.6979 -2.4032 0.1 -0.1 -0.4 0.000
H 3.1905 -0.4488 -1.4502 0.2 -0.2 0.0 0.000
H 2.2506 -0.1880 -0.0237 -0.1 -0.1 0.3 0.000
H 1.4524 -1.6473 -2.1421 0.0 -0.3 -0.1 0.000
H 0.8907 -0.1305 -2.7404 -0.1 0.3 -0.2 0.000
H -1.1359 -2.2319 -2.4331 0.2 -0.2 -0.2 0.000
H -1.2018 -0.5482 -2.9362 -0.1 0.3 -0.2 0.000
H -4.4247 -0.0951 -0.0575 -0.1 -0.1 0.3 0.000
H -3.0642 1.0280 -0.0533 0.1 0.2 0.3 0.000
H -4.5545 1.4219 -0.9515 -0.1 0.3 -0.1 0.000
H -1.1665 -2.3584 0.1834 -0.3 0.0 -0.2 0.000
H 0.5405 -3.7513 0.2996 0.1 -0.4 0.0 0.000
C 5.1940 -4.2994 1.3907 0.2 -0.2 0.0 0.003
C 4.7259 -4.1920 -0.0846 0.1 0.4 1.4 0.026
C 3.3775 -4.8861 -0.3099 -0.2 -0.5 -0.4 0.016
C 3.4362 -6.4071 -0.4459 0.1 0.1 0.0 0.001
C 4.4911 -6.8066 -1.4759 -0.4 0.1 0.0 0.015
C 5.8631 -6.2174 -1.1574 0.7 -0.9 0.6 0.026
N 5.7708 -4.7332 -1.0018 -1.3 0.0 -1.2 0.365
O 5.6943 -4.1698 -2.1598 0.5 0.2 0.1 0.539
C 6.4187 -6.9028 0.1050 -0.1 0.1 0.2 0.002
C 6.8496 -6.5464 -2.2706 0.0 0.2 -0.3 -0.001
C 4.5097 -2.7027 -0.3294 0.1 0.1 -0.4 -0.001
H 5.9743 -5.0354 1.5517 -0.1 0.0 0.0 0.001
H 5.6243 -3.3557 1.7253 -0.1 0.1 -0.1 0.000
H 4.3656 -4.5413 2.0577 0.0 0.0 0.0 0.000
H 2.9297 -4.4873 -1.2245 0.1 0.1 0.0 0.002
H 2.7017 -4.6133 0.5016 0.1 0.1 0.1 0.001
H 3.6380 -6.8726 0.5226 0.1 0.0 0.0 0.000
H 2.4598 -6.7781 -0.7648 0.0 0.0 0.0 0.001
H 4.5723 -7.8940 -1.5276 0.1 0.0 0.0 0.001
H 4.1684 -6.4710 -2.4663 0.1 0.1 0.0 0.003
H 7.3666 -6.4561 0.4070 0.0 0.0 0.0 0.001
H 6.6004 -7.9560 -0.1073 0.0 0.0 -0.1 0.000
H 5.7399 -6.8776 0.9540 0.0 0.0 0.0 0.000
H 6.5020 -6.2071 -3.2441 0.0 0.1 0.1 -0.001
H 6.9856 -7.6258 -2.3254 0.0 -0.1 0.1 0.000
H 7.8216 -6.0916 -2.0760 0.0 0.0 0.0 0.000
H 5.4502 -2.1531 -0.2813 0.0 0.0 0.0 0.000
H 3.8462 -2.3148 0.4445 0.0 -0.1 0.1 0.000
H 4.0465 -2.5048 -1.2946 0.1 -0.1 0.0 0.000
C -3.4742 6.7691 1.0749 0.2 -0.1 0.2 0.003
C -4.6295 5.8418 0.6154 0.9 1.1 -0.1 0.027
C -5.9988 6.3609 1.0760 -0.4 -0.2 0.3 0.016
C -6.3511 6.0714 2.5339 0.1 0.0 -0.1 0.001
C -6.1387 4.5922 2.8482 -0.3 0.3 -0.2 0.015
C -4.7248 4.1260 2.5114 0.8 0.0 1.2 0.027
N -4.3936 4.4455 1.0887 -1.7 -0.2 -0.3 0.370
O -4.9626 3.5974 0.3018 0.5 -0.2 -0.2 0.531
C -3.7375 4.7745 3.4994 0.1 0.2 -0.1 0.002
C -4.5962 2.6234 2.7317 -0.1 -0.3 -0.3 -0.001
C -4.6123 5.8970 -0.9084 -0.1 -0.3 -0.2 -0.001
H -2.9141 6.3870 1.9216 -0.1 0.0 0.0 0.001
H -2.7377 6.8853 0.2800 -0.1 0.0 -0.1 0.000
H -3.8388 7.7627 1.3380 0.0 0.0 0.0 0.000
H -6.7717 5.9035 0.4505 0.1 -0.1 0.0 0.002
H -6.0501 7.4339 0.8855 0.1 0.0 -0.1 0.002
H -5.7620 6.7027 3.2045 0.0 0.0 0.0 0.000
H -7.3963 6.3330 2.7093 0.0 0.0 0.0 0.001
H -6.3348 4.4007 3.9049 0.1 -0.1 0.0 0.001
H -6.8654 3.9991 2.2843 0.1 0.0 -0.1 0.003
H -2.7075 4.5224 3.2442 0.0 0.0 0.0 0.001
H -3.9326 4.3977 4.5029 -0.1 -0.1 0.0 0.000
H -3.8233 5.8567 3.5598 0.0 0.0 0.0 0.000
H -5.3331 2.0585 2.1638 0.0 0.1 -0.1 0.000
H -4.7484 2.3986 3.7865 0.0 0.1 0.1 0.000
H -3.6023 2.2709 2.4511 0.0 0.0 0.0 0.000
H -3.7024 5.4505 -1.3097 0.0 0.0 0.0 0.000
H -4.6455 6.9417 -1.2184 0.0 0.1 0.1 0.000
H -5.4659 5.3893 -1.3531 0.0 -0.1 0.0 0.000

=====

13
Properties=species:S:1:pos:R:3:forces:R:3:nbo_charge:R:1 method="wB97M-V/def2-TZVPD" total_energy_ev=-14235.3258 lumo_ha=-0.022 multiplicity=1 e_above_lowest_kj_mol=258.9
C -1.2955 0.2135 -0.3585 0.3 -2.7 -1.5 -0.388
C 0.0334 -0.1183 0.1944 0.6 0.3 -1.0 0.101
N -1.2598 1.6285 -0.3334 -1.6 0.7 -0.5 -0.136
N -0.1281 2.0098 -0.0444 0.0 1.4 -0.5 0.008
N 0.7255 0.9468 0.1633 1.4 0.0 1.4 -0.352
N 3.9853 -0.0622 -0.1204 -0.6 3.0 1.0 0.756
O 5.1352 -0.1487 -0.1396 4.0 -0.8 -0.2 -0.338
O 3.1725 -0.8324 -0.4312 -3.0 -2.6 -1.0 -0.399
O 3.5786 1.1622 0.3483 0.9 0.7 0.3 -0.554
H -1.1450 -0.1572 -1.4955 -0.5 0.9 2.2 0.293
H -2.1675 -0.3423 0.0222 0.2 0.8 -0.1 0.264
H 2.6313 1.2548 0.2204 -1.4 -0.5 -0.1 0.507
H 0.5924 -0.9964 0.3819 -0.1 -1.2 0.0 0.238

=====

65
Properties=species:S:1:pos:R:3:forces:R:3:nbo_charge:R:1 method="wB97M-V/def2-TZVPD" total_energy_ev=-46138.3768 lumo_ha=0.105 multiplicity=1 e_above_lowest_kj_mol=0.0 total_charge=-1
Cl 10.6466 -15.3205 -13.6247 -0.1 0.1 0.2 -0.974
C 9.4699 -10.9691 -16.5949 0.3 -0.8 -0.5 -0.244
O 9.1985 -12.3477 -16.4176 0.0 -0.3 0.5 -0.534
C 7.8260 -12.6315 -16.0772 0.8 0.4 -1.3 -0.084
C 7.5451 -14.1258 -15.8685 1.4 0.8 0.9 -0.107
O 7.8866 -14.9988 -16.9146 -0.8 -0.5 0.3 -0.506
C 7.0811 -14.8744 -18.0624 0.8 0.8 -0.4 -0.250
H 10.5421 -10.8511 -16.7508 0.1 -0.3 0.3 0.191
H 9.1859 -10.3450 -15.7454 -0.3 0.0 0.1 0.160
H 9.0470 -10.6133 -17.5390 -0.6 0.3 0.1 0.149
H 7.2950 -12.2192 -16.9405 -0.8 0.2 0.3 0.145
H 7.6075 -12.1132 -15.1416 -0.4 0.1 0.0 0.171
H 6.5284 -14.2629 -15.4925 -0.3 0.1 -0.3 0.153
H 8.1997 -14.3379 -15.0189 0.2 -0.7 -0.2 0.255
H 5.9973 -14.8095 -17.9369 -0.1 -0.1 0.6 0.152
H 7.2899 -15.7017 -18.7397 0.1 0.0 0.1 0.184
H 7.4076 -13.9418 -18.5311 -0.3 0.0 -0.6 0.161
C 17.3094 -16.3029 -11.0855 -0.2 -0.2 -0.9 -0.242
O 15.9403 -16.0060 -10.9291 0.9 -0.6 0.9 -0.535
C 15.3397 -15.5515 -12.1061 -1.3 0.2 0.4 -0.083
C 13.7907 -15.5484 -11.8995 1.5 0.4 -0.7 -0.097
O 13.4157 -14.7481 -10.7617 0.4 -0.7 -0.8 -0.530
C 13.0434 -13.4190 -11.0623 -0.7 -0.2 -0.6 -0.250
H 17.7894 -16.5389 -10.1377 -0.2 0.3 0.1 0.185
H 17.8453 -15.5249 -11.6373 0.1 0.6 0.4 0.153
H 17.4617 -17.1553 -11.7563 -0.2 -0.5 0.1 0.150
H 15.5675 -16.2375 -12.9269 0.0 0.1 -0.3 0.154
H 15.7289 -14.5493 -12.3069 0.0 0.2 -0.4 0.150
H 13.5072 -16.6018 -11.8959 -0.3 0.0 1.3 0.193
H 13.3376 -15.3049 -12.8639 -0.3 1.0 0.2 0.226
H 12.7853 -12.8809 -10.1509 0.1 -0.4 0.2 0.168
H 12.1592 -13.4345 -11.7042 -0.1 0.0 -0.1 0.201
H 13.7866 -12.8018 -11.5750 0.5 -0.3 -0.1 0.144
C 11.1795 -17.8189 -10.5145 -1.1 -0.3 0.3 -0.266
O 11.5943 -16.9383 -9.4817 0.2 -0.9 0.2 -0.533
C 10.5957 -15.9880 -9.2547 1.3 1.9 -0.2 -0.079
C 10.8538 -15.1099 -8.0008 -0.5 -1.0 -1.1 -0.079
O 12.2011 -14.6155 -7.9716 -1.8 -0.1 0.1 -0.518
C 12.2340 -13.2949 -7.4656 0.7 -0.5 -0.2 -0.246
H 10.2708 -18.3150 -10.1556 -0.1 -0.4 0.1 0.138
H 11.8988 -18.6087 -10.7247 0.4 0.4 0.2 0.180
H 10.8372 -17.3308 -11.4302 0.6 0.4 -0.2 0.225
H 9.5894 -16.4127 -9.2405 -0.1 -0.1 0.1 0.157
H 10.6925 -15.2543 -10.0604 -0.5 -0.2 -0.5 0.194
H 10.4795 -15.6679 -7.1374 1.0 -0.1 0.7 0.153
H 10.1092 -14.3145 -8.0884 0.2 0.4 -0.2 0.160
H 11.6569 -13.2504 -6.5402 0.3 0.3 0.3 0.159
H 11.8776 -12.5123 -8.1406 -0.5 -0.3 -0.3 0.159
H 13.3015 -13.0929 -7.3696 -0.1 0.2 0.6 0.191
C 12.4262 -12.0384 -14.4179 -0.3 0.3 1.0 -0.259
O 12.3947 -12.5081 -15.7376 0.5 1.0 -0.7 -0.505
C 13.2750 -11.7193 -16.5515 -0.2 -1.0 1.0 -0.073
C 13.2451 -12.0564 -18.0224 -0.6 1.1 0.2 -0.068
O 13.1760 -13.4160 -18.3029 0.6 -0.6 -1.2 -0.519
C 14.1687 -13.8958 -19.2371 0.2 0.3 1.1 -0.246
H 11.8036 -12.6343 -13.7493 0.2 -0.7 -0.5 0.244
H 12.0245 -11.0308 -14.2567 -0.2 0.4 -0.7 0.136
H 13.4388 -11.9612 -14.0117 0.3 -0.4 -0.1 0.146
H 14.3093 -11.8633 -16.2244 0.1 -0.1 0.4 0.151
H 13.0646 -10.6536 -16.4250 -0.1 0.2 -0.1 0.157
H 14.1315 -11.5185 -18.3727 0.4 -0.5 -0.5 0.155
H 12.4197 -11.5122 -18.4910 -0.4 -0.3 -0.1 0.158
H 13.8578 -14.7913 -19.7727 -0.5 0.1 0.3 0.190
H 15.0388 -14.1603 -18.6326 0.3 -0.1 -0.2 0.171
H 14.4920 -13.1582 -19.9736 -0.3 0.3 0.0 0.160

=====

Q: Look up the multiplicity of the first one.
A: 3

=====

Q: Among the records above, which one has the highest multiplicity?
A: C29H54N2O8